{"formula": "C31H41EuN7O4PS", "method": "the ωB97M-V functional and the def2-TZVPD basis", "symbols": ["Eu", "C", "N", "C", "C", "N", "C", "C", "C", "C", "C", "C", "N", "C", "N", "C", "C", "C", "C", "C", "C", "N", "H", "H", "H", "H", "H", "H", "H", "H", "H", "H", "H", "H", "H", "H", "H", "C", "C", "C", "C", "O", "P", "O", "O", "O", "C", "C", "C", "C", "H", "H", "H", "H", "H", "H", "H", "H", "H", "H", "H", "H", "H", "H", "H", "H", "H", "H", "N", "C", "S", "N", "C", "C", "C", "C", "C", "C", "H", "H", "H", "H", "H", "H", "H", "H"], "xyz": [[-0.52896, -0.37950, 0.71325], [-0.96574, 0.93542, -2.62065], [-0.50803, 1.44635, -1.31381], [-1.17168, 2.63876, -0.85476], [-1.80206, 2.46925, 0.49542], [-1.62016, 1.59306, 1.43803], [-2.39983, 1.99163, 2.52553], [-2.62555, 1.43244, 3.77463], [-3.45308, 2.12970, 4.62479], [-4.04637, 3.34140, 4.27095], [-3.84230, 3.92269, 3.05251], [-3.00954, 3.18160, 2.20875], [-2.65930, 3.43878, 0.90730], [-1.97265, -0.15044, -2.43234], [-2.03313, -0.96802, -1.42900], [-3.13020, -1.83148, -1.71359], [-3.63463, -2.90152, -1.00427], [-4.82620, -3.46215, -1.45408], [-5.37865, -3.01935, -2.62857], [-4.84504, -2.01846, -3.42767], [-3.66802, -1.46085, -2.92810], [-2.90146, -0.40369, -3.39010], [-0.10860, 0.54051, -3.12634], [-1.35198, 1.74724, -3.28076], [0.51966, 1.50760, -1.23837], [-1.95360, 2.93093, -1.59317], [-0.47154, 3.47783, -0.81237], [-2.20360, 0.49063, 4.05657], [-3.64865, 1.76320, 5.60722], [-4.69063, 3.83067, 4.97473], [-4.36896, 4.83725, 2.79582], [-3.02230, 4.16291, 0.31889], [-3.16316, -3.20021, -0.07483], [-5.30187, -4.27111, -0.92005], [-6.31415, -3.42626, -2.98055], [-5.34367, -1.64982, -4.28921], [-2.98832, 0.00847, -4.30649], [1.76881, 3.89777, 2.41303], [2.98331, 3.03885, 2.10084], [3.72732, 3.47534, 0.85229], [3.94474, 3.03439, 3.28755], [2.48547, 1.70873, 1.96465], [2.84755, 0.39469, 1.19626], [4.28590, 0.18802, 0.98363], [1.88771, 0.32669, -0.01733], [2.09338, -0.69919, 2.11586], [2.38387, -1.47932, 3.27867], [3.17078, -2.70598, 2.85470], [1.03668, -1.90997, 3.82456], [3.15362, -0.59646, 4.23090], [2.03470, 4.91295, 2.62562], [1.21619, 3.49628, 3.25934], [1.11996, 3.90164, 1.50070], [4.01932, 4.51670, 0.87984], [3.03565, 3.33869, 0.03171], [4.63845, 2.92843, 0.72472], [4.26174, 4.05172, 3.54772], [4.83514, 2.43362, 3.00404], [3.52700, 2.62439, 4.16968], [2.61014, -3.29426, 2.13173], [3.36577, -3.33040, 3.75722], [4.12609, -2.43076, 2.44304], [0.42362, -2.29489, 2.98674], [0.51595, -1.07135, 4.24363], [1.02778, -2.70387, 4.55973], [4.06379, -0.23730, 3.76720], [3.50575, -1.19531, 5.09733], [2.56494, 0.23087, 4.60697], [1.38427, -1.54813, -1.84051], [0.76096, -2.69280, -1.70255], [0.39106, -3.37478, -0.15475], [0.40184, -3.36531, -2.81850], [0.77076, -3.09855, -4.20785], [2.09605, -2.95451, -4.58649], [2.41160, -2.77975, -5.93637], [1.39320, -2.74487, -6.90840], [0.06032, -2.94254, -6.49432], [-0.23534, -3.10981, -5.15393], [1.77630, -1.01682, -1.05092], [1.67598, -1.16568, -2.74164], [-0.16396, -4.15204, -2.70242], [2.91274, -3.01450, -3.87443], [3.43843, -2.60490, -6.21572], [1.68465, -2.47857, -7.92574], [-0.71509, -2.89992, -7.22981], [-1.27092, -3.28274, -4.82358]], "lowdin_charge": [1.56, -0.11, -0.12, -0.13, -0.31, -0.01, -0.22, -0.01, -0.07, -0.08, 0.01, -0.19, 0.18, -0.33, 0.08, -0.22, -0.01, -0.07, -0.09, 0.01, -0.20, 0.18, 0.11, 0.14, 0.10, 0.14, 0.14, 0.10, 0.11, 0.11, 0.12, 0.17, 0.10, 0.11, 0.11, 0.11, 0.17, -0.02, -0.63, -0.02, -0.02, -0.17, 0.24, -0.25, -0.46, -0.25, -0.64, -0.02, -0.03, -0.02, 0.08, 0.09, 0.08, 0.09, 0.08, 0.08, 0.10, 0.10, 0.06, 0.06, 0.11, 0.09, 0.06, 0.07, 0.09, 0.08, 0.11, 0.08, 0.12, -0.89, 0.52, 0.07, -0.24, -0.04, -0.06, -0.06, -0.07, -0.04, 0.03, 0.12, 0.10, 0.12, 0.11, 0.11, 0.10, 0.12], "e_above_lowest_kcal_mol": 11.8, "e_lumo_ev": [-2.26, -2.27], "e_tot_ev": -90889.456, "homo_lumo_gap_ha": [0.293, 0.313], "s_squared": 15.76, "total_charge": 1, "multiplicity": 8}